Entry 1:
Computed, not measured: a single C9H11NS2 molecule, with ωB97M-V/def2-TZVPD.

- LUMO (eV) = 0.60
- relative energy (zero: lowest compared OMol25 entry of this formula, charge and spin) (eV) = 3.132
- HOMO level (Ha) = -0.29183
- SMILES = CCCN1Sc2ccccc2S1
- HOMO-LUMO gap (eV) = 8.544

Geometry as XYZ:
```
23
Properties=species:S:1:pos:R:3:forces:R:3
C -1.603303 1.714484 -0.608623 0.4 2.4 1.7
C -1.831677 0.275730 -1.026875 -1.3 -0.2 -0.7
C -2.562493 -0.617428 -0.016762 1.9 2.1 1.8
C 0.910046 -1.322623 0.240836 0.0 -2.0 -1.5
C 2.106534 -1.417454 -0.586411 -1.3 -0.9 1.0
C 3.094905 -0.499672 -0.358000 1.4 -0.4 -0.4
C 2.997379 0.493187 0.588546 -0.6 1.8 2.1
C 1.781828 0.626671 1.338108 -0.8 1.6 -0.4
C 0.722383 -0.339030 1.158235 1.6 3.2 1.1
H -2.349132 1.996877 0.424799 2.6 -0.7 -3.1
H -0.433111 1.838315 -0.399869 -2.7 0.3 0.0
H -1.897167 2.484707 -1.456432 0.7 -1.6 1.8
H -2.525014 0.375125 -1.886744 0.5 -0.6 0.1
H -0.926225 -0.274419 -1.331872 -0.3 0.5 -0.2
H -3.023990 -1.388042 -0.560153 -0.8 -1.3 -0.2
H -3.273180 0.032785 0.561540 0.3 -0.9 -0.5
H 2.432299 -2.245601 -1.266407 -1.3 0.7 0.6
H 4.032120 -0.635450 -0.920373 -0.5 0.3 0.3
H 3.884400 1.181426 0.813409 -1.6 -0.9 -0.5
H 1.492613 1.662332 1.890206 1.1 -2.8 -0.9
N -1.610716 -1.236284 1.026940 -2.0 -2.0 -2.8
S -0.563711 -2.440803 0.274095 0.3 1.2 0.6
S -0.854793 -0.264833 2.101812 2.3 0.1 -0.2
```
Forces are in eV/Å.



Entry 2:
Computed, not measured: a molecular structure, C26H21BCl2F3N2O5, with ωB97M-V/def2-TZVPD.

- LUMO (eV) = 1.52
- relative energy (zero: lowest compared OMol25 entry of this formula, charge and spin) (eV) = 3.485
- HOMO level (Ha) = -0.17145
- total charge = -1
- HOMO-LUMO gap (eV) = 6.182

Geometry as XYZ:
```
60
Properties=species:S:1:pos:R:3:forces:R:3
N -3.332593 -1.804372 4.040599 1.2 1.1 -2.5
C -2.740148 -1.303105 3.152858 -1.7 -0.9 2.4
C -1.807130 -0.572602 2.313641 -1.4 1.8 0.6
C -1.875711 0.775238 2.650368 -0.1 -1.1 0.4
C -2.981578 1.220857 3.445401 -2.0 1.5 2.0
N -3.887869 1.591645 4.097189 2.1 -0.9 -1.7
C -0.795370 1.737029 2.446493 0.1 1.7 -0.7
O -0.897306 2.923909 2.746313 0.1 -1.3 -0.3
C 0.508218 1.212168 1.903833 -0.1 -1.5 0.8
Cl 1.452387 2.243510 0.901469 0.0 0.0 0.2
C 0.914817 0.016755 2.397198 0.0 1.8 0.2
Cl 2.569875 -0.508652 2.294115 -0.5 0.1 -0.1
C 0.000030 -1.018860 3.012390 3.2 -3.1 1.2
O 0.180886 -1.631460 4.074687 0.0 1.9 1.3
C -2.075881 -0.193688 -4.887940 0.7 0.1 -1.1
C -2.831934 -0.502055 -3.690660 -1.2 0.0 1.2
C -4.103163 -0.988625 -3.485830 1.1 0.1 -0.3
C -4.349800 -0.842055 -2.104027 0.5 0.7 1.4
C -3.276156 -0.161183 -1.537568 0.1 -2.7 -2.2
B -0.556025 -1.936807 1.950732 -2.6 2.3 -1.6
C -3.105811 0.670746 -0.424046 0.2 1.5 1.5
C -4.152649 0.833888 0.524825 0.6 -0.1 -0.6
C -4.530228 2.132183 0.827768 0.2 -0.2 -0.1
C -3.801302 3.169833 0.238471 0.3 0.7 0.1
C -4.413726 4.512001 -0.003718 0.2 0.0 0.7
F -3.497843 5.508299 0.220041 -1.1 -0.3 -0.3
F -4.840777 4.647170 -1.308752 0.3 0.1 1.1
F -5.502972 4.703043 0.796074 0.7 0.4 -0.7
C -2.487163 2.969925 -0.221682 -0.6 -0.6 0.5
C -2.097850 1.678450 -0.503138 -0.7 -0.4 -0.2
O -1.523101 -2.935298 2.105490 1.7 -1.1 -1.3
C -1.097578 -3.984301 1.183514 -0.7 1.0 0.5
C -0.746238 -5.033183 2.250777 0.1 -0.7 -0.5
C -2.341783 -4.269869 0.292357 0.0 -0.6 -0.1
C 0.119762 -3.324902 0.340400 0.0 0.6 -0.1
C 1.498780 -3.890812 0.685007 0.0 0.0 0.0
C -0.075950 -3.198809 -1.167770 -0.1 -0.1 -0.3
O 0.154526 -1.927247 0.765390 0.1 -1.7 -0.5
O -2.302833 -0.047087 -2.514249 -0.8 0.0 -0.5
H -2.626764 -0.498700 -5.773754 -0.1 -0.1 0.0
H -1.884534 0.879050 -4.981450 0.0 0.0 0.1
H -1.109005 -0.695660 -4.924214 0.1 0.0 0.1
H -4.799523 -1.327362 -4.247210 0.3 -0.1 0.2
H -5.207798 -1.166223 -1.540482 -0.2 0.2 -0.1
H -4.635288 -0.062999 0.934056 -0.2 0.5 -0.4
H -5.366850 2.326959 1.500258 0.2 0.0 -0.4
H -1.796100 3.785770 -0.353427 -0.1 0.2 -0.2
H -1.110675 1.456669 -0.911040 -0.4 0.1 -0.1
H -0.315168 -5.958494 1.855729 0.0 0.0 0.0
H -0.070693 -4.606566 3.010551 -0.1 -0.1 -0.5
H -1.671670 -5.264047 2.796821 0.2 0.0 -0.3
H -2.159700 -5.118075 -0.403902 0.0 0.4 0.4
H -3.207160 -4.542403 0.919238 0.5 0.0 0.0
H -2.693148 -3.406319 -0.317512 0.7 -0.4 0.5
H 1.568790 -4.962862 0.473004 0.0 0.1 0.1
H 2.259638 -3.368005 0.085908 -0.3 -0.1 0.2
H 1.731926 -3.696311 1.741284 -0.1 -0.2 -0.3
H -0.173322 -4.153090 -1.689802 -0.1 -0.1 0.1
H -0.944136 -2.560638 -1.393472 0.2 -0.3 0.1
H 0.798047 -2.684038 -1.585039 -0.1 -0.1 0.2
```
Forces are in eV/Å.



Entry 3:
Computed, not measured: a molecular structure, C4H6CoLiO2, with ωB97M-V/def2-TZVPD.

- LUMO (spin up / spin down) (eV) = -4.31 / -4.46
- relative energy (zero: lowest compared OMol25 entry of this formula, charge and spin) (eV) = 0.000
- 2S+1 = 4
- HOMO level (spin up / spin down) (Ha) = -0.44304 / -0.46251
- total charge = +1
- HOMO-LUMO gap (spin up / spin down) (eV) = 7.741 / 8.124

Geometry as XYZ:
```
14
Properties=species:S:1:pos:R:3:forces:R:3
O -0.849726 -1.055482 0.469349 0.6 -0.3 0.0
C -0.879277 -0.986553 1.851791 1.5 0.3 -0.1
C 0.271587 -0.836826 2.564758 -0.9 -0.3 -0.2
Co -2.593860 -0.666398 1.023973 -0.5 -1.0 0.9
Li 0.311371 0.309350 0.517196 0.2 0.0 0.2
H 1.254470 -1.036646 2.103751 -0.4 -0.1 0.2
H 0.255587 -0.684514 3.645622 0.0 0.0 -0.4
C -1.816724 2.041571 0.394091 0.8 0.9 0.6
C -1.012671 2.179973 1.456911 -0.7 0.1 -0.6
O -2.881142 1.153465 0.404202 -0.6 0.5 -0.2
H -1.769134 2.671557 -0.494639 0.1 -0.3 0.1
H -0.216198 2.922952 1.408551 -0.2 -0.2 0.1
H -1.205567 1.643776 2.387609 0.2 0.2 -0.3
H -3.563202 1.391891 -0.235392 0.0 0.2 -0.1
```
Forces are in eV/Å.



Q: Among the records above, which one has the highest relative energy (zero: lowest compared OMol25 entry of this formula, charge and spin)?
A: C26H21BCl2F3N2O5



Repeat the first record exactly.
Computed, not measured: a single C9H11NS2 molecule, with ωB97M-V/def2-TZVPD.

- LUMO (eV) = 0.60
- relative energy (zero: lowest compared OMol25 entry of this formula, charge and spin) (eV) = 3.132
- HOMO level (Ha) = -0.29183
- SMILES = CCCN1Sc2ccccc2S1
- HOMO-LUMO gap (eV) = 8.544

Geometry as XYZ:
```
23
Properties=species:S:1:pos:R:3:forces:R:3
C -1.603303 1.714484 -0.608623 0.4 2.4 1.7
C -1.831677 0.275730 -1.026875 -1.3 -0.2 -0.7
C -2.562493 -0.617428 -0.016762 1.9 2.1 1.8
C 0.910046 -1.322623 0.240836 0.0 -2.0 -1.5
C 2.106534 -1.417454 -0.586411 -1.3 -0.9 1.0
C 3.094905 -0.499672 -0.358000 1.4 -0.4 -0.4
C 2.997379 0.493187 0.588546 -0.6 1.8 2.1
C 1.781828 0.626671 1.338108 -0.8 1.6 -0.4
C 0.722383 -0.339030 1.158235 1.6 3.2 1.1
H -2.349132 1.996877 0.424799 2.6 -0.7 -3.1
H -0.433111 1.838315 -0.399869 -2.7 0.3 0.0
H -1.897167 2.484707 -1.456432 0.7 -1.6 1.8
H -2.525014 0.375125 -1.886744 0.5 -0.6 0.1
H -0.926225 -0.274419 -1.331872 -0.3 0.5 -0.2
H -3.023990 -1.388042 -0.560153 -0.8 -1.3 -0.2
H -3.273180 0.032785 0.561540 0.3 -0.9 -0.5
H 2.432299 -2.245601 -1.266407 -1.3 0.7 0.6
H 4.032120 -0.635450 -0.920373 -0.5 0.3 0.3
H 3.884400 1.181426 0.813409 -1.6 -0.9 -0.5
H 1.492613 1.662332 1.890206 1.1 -2.8 -0.9
N -1.610716 -1.236284 1.026940 -2.0 -2.0 -2.8
S -0.563711 -2.440803 0.274095 0.3 1.2 0.6
S -0.854793 -0.264833 2.101812 2.3 0.1 -0.2
```
Forces are in eV/Å.



Q: Which of these has the lowest relative energy (zero: lowest compared OMol25 entry of this formula, charge and spin)?
A: C4H6CoLiO2